1.
Density functional theory data (the ωB97M-V functional and the def2-TZVPD basis) for a molecular structure, C24H21Br2CrN4O4.

The geometry in XYZ format:
```
56
Properties=species:S:1:pos:R:3:mulliken_spin:R:1
Cr -0.018 0.123 0.334 3.114
C 0.230 -0.923 -3.629 -0.005
C -0.742 -1.013 -2.487 -0.018
C -1.990 -0.396 -2.560 0.001
C -2.883 -0.402 -1.489 -0.016
C -4.175 0.356 -1.547 0.000
C -2.567 -1.183 -0.367 0.013
C -1.408 -1.963 -0.336 0.024
C -1.267 -3.120 0.614 0.015
C -0.441 -1.764 -1.340 0.005
H -0.195 -1.380 -4.523 -0.001
H 1.163 -1.439 -3.406 0.000
H 0.458 0.115 -3.881 -0.001
H -2.279 0.104 -3.481 -0.001
H -5.019 -0.300 -1.337 0.000
H -4.328 0.811 -2.523 0.000
H -4.182 1.148 -0.795 0.000
H -3.306 -1.295 0.419 0.001
H -1.652 -4.008 0.108 -0.001
H -1.852 -2.988 1.522 -0.002
H -0.229 -3.325 0.874 0.001
H 0.472 -2.349 -1.317 0.001
Br 0.617 -2.692 6.284 0.003
C 0.370 -1.966 4.595 0.009
C -0.860 -1.427 4.232 -0.005
C -0.999 -0.908 2.962 0.017
N 0.000 -0.910 2.080 -0.105
C 1.205 -1.391 2.436 0.045
C 1.423 -1.942 3.681 -0.001
C 2.255 -1.218 1.407 -0.012
C 3.559 -1.645 1.541 -0.002
C 4.469 -1.370 0.522 0.013
Br 6.233 -1.921 0.673 0.004
C 4.044 -0.672 -0.606 -0.001
C 2.725 -0.284 -0.677 0.028
N 1.851 -0.557 0.300 -0.116
H -1.691 -1.406 4.922 0.000
H -1.939 -0.476 2.637 -0.006
H 2.389 -2.333 3.964 0.000
H 3.885 -2.178 2.422 -0.001
H 4.726 -0.431 -1.409 0.000
H 2.343 0.262 -1.531 -0.010
O 0.531 5.940 0.300 0.000
C 0.079 5.511 -0.867 -0.001
O -0.159 6.232 -1.791 0.000
C -0.119 4.031 -1.050 0.002
C -0.582 3.498 -2.247 0.005
N -0.658 2.175 -2.102 -0.002
N -0.275 1.782 -0.874 -0.053
C 0.059 2.920 -0.237 0.025
C 0.515 2.744 1.168 0.001
O 0.869 3.647 1.874 0.014
O 0.476 1.470 1.531 0.006
H 0.679 5.222 0.948 0.000
H -0.857 3.995 -3.164 0.000
H -0.957 1.487 -2.778 0.011
```

Properties
total charge	+2
total energy	-7639.21661	hartree
spin multiplicity	4
E_LUMO (spin up / spin down)	-0.28895 / -0.27629	Eh



2.
Density functional theory data (the ωB97M-V functional and the def2-TZVPD basis) for a molecular structure, C24H21BrI4MnNO2P in a non-equilibrium geometry.

The geometry in XYZ format:
```
55
Properties=species:S:1:pos:R:3:mulliken_spin:R:1
Mn -0.852 1.195 -2.128 4.187
O -3.915 3.757 2.440 0.006
C -3.240 3.378 1.389 0.009
C -2.190 4.104 0.797 -0.005
C -1.505 3.562 -0.258 0.023
N -1.808 2.352 -0.771 -0.099
C -2.859 1.698 -0.243 0.013
Br -3.218 0.057 -1.158 0.052
C -3.601 2.143 0.804 -0.001
H -3.675 4.627 2.791 0.000
H -1.911 5.087 1.155 -0.001
H -0.695 4.106 -0.727 0.005
H -4.455 1.599 1.185 -0.003
I 1.013 0.647 -4.065 -0.112
C -0.195 1.817 -5.392 0.006
I -1.985 2.331 -4.309 -0.147
H -0.463 1.214 -6.254 -0.001
H 0.330 2.729 -5.653 0.000
I -2.280 -1.874 -5.298 0.001
I -3.933 -3.684 -6.333 0.000
O 0.303 0.504 -0.821 0.048
P 0.859 -0.492 0.241 -0.006
C -0.216 -1.935 0.243 0.011
C -0.515 -2.501 -0.998 0.007
C -1.312 -3.632 -1.058 0.007
C -1.780 -4.210 0.117 0.000
C -1.471 -3.651 1.349 0.000
C -0.695 -2.501 1.421 -0.002
C 0.852 0.335 1.827 -0.004
C 2.031 0.660 2.493 -0.001
C 1.957 1.331 3.704 0.001
C 0.724 1.682 4.235 -0.003
C -0.453 1.370 3.559 -0.001
C -0.392 0.703 2.349 0.004
C 2.513 -1.046 -0.175 0.007
C 3.029 -2.061 0.633 -0.002
C 4.322 -2.510 0.419 0.000
C 5.085 -1.962 -0.605 0.000
C 4.563 -0.961 -1.414 0.001
C 3.271 -0.505 -1.206 0.003
H -0.129 -2.062 -1.914 -0.003
H -1.549 -4.072 -2.018 0.000
H -2.383 -5.106 0.069 0.000
H -1.823 -4.115 2.261 0.000
H -0.471 -2.052 2.380 0.001
H 2.992 0.396 2.071 0.000
H 2.865 1.586 4.235 0.000
H 0.676 2.220 5.172 0.000
H -1.408 1.642 3.988 0.000
H -1.298 0.445 1.810 0.000
H 2.424 -2.497 1.420 0.000
H 4.733 -3.289 1.045 0.000
H 6.091 -2.319 -0.779 0.000
H 5.169 -0.528 -2.199 0.000
H 2.873 0.289 -1.827 -0.002
```

Properties
total charge	+3
total energy	-6388.62366	hartree
spin multiplicity	5
E_LUMO (spin up / spin down)	-0.47825 / -0.39461	Eh



3.
Density functional theory data (the ωB97M-V functional and the def2-TZVPD basis) for a molecular structure, C24H21Cl3IrN5O3.

The geometry in XYZ format:
```
57
Properties=species:S:1:pos:R:3:mulliken_spin:R:1
Ir -0.411 1.198 0.548 1.677
N 2.901 -0.137 3.019 0.090
C 1.972 -0.108 2.085 -0.055
N 1.127 0.895 1.953 0.121
C 1.221 1.974 2.833 0.100
N 0.356 2.976 2.686 0.229
N -0.429 2.804 1.668 0.317
C -1.511 3.685 1.432 0.395
C -2.391 3.266 0.452 0.094
C -3.520 4.006 0.040 0.168
C -4.346 3.502 -0.938 0.020
C -4.062 2.259 -1.511 0.163
C -2.950 1.554 -1.085 0.060
N -2.127 2.027 -0.144 0.114
C 2.210 1.991 3.861 0.058
C 2.355 3.048 4.775 0.014
C 3.338 2.980 5.730 0.013
C 4.194 1.868 5.801 0.063
C 4.073 0.818 4.915 -0.031
C 3.079 0.888 3.950 0.095
H 3.519 -0.939 3.061 -0.004
H 1.908 -0.943 1.402 -0.008
H -1.581 4.599 2.002 -0.003
H -3.717 4.962 0.505 0.004
H -5.213 4.064 -1.258 0.002
H -4.696 1.835 -2.275 0.004
H -2.694 0.586 -1.492 0.023
H 1.692 3.899 4.712 -0.001
H 3.459 3.788 6.438 0.001
H 4.962 1.836 6.562 0.002
H 4.735 -0.037 4.971 0.000
Cl -1.716 -0.239 2.617 0.097
C -3.233 -1.138 2.216 -0.001
Cl -3.294 -1.585 0.526 0.003
H -4.059 -0.480 2.458 0.001
H -3.221 -2.027 2.835 0.005
C -1.824 -3.654 -3.330 0.000
C -0.508 -3.821 -4.015 0.125
C -0.224 -4.893 -4.810 -0.008
C 1.028 -4.997 -5.451 0.251
Cl 1.357 -6.308 -6.434 0.151
C 2.027 -3.994 -5.281 0.101
C 1.771 -2.917 -4.491 0.014
C 0.512 -2.814 -3.853 0.233
O 0.149 -1.794 -3.099 0.127
C 1.070 -0.776 -2.716 -0.002
C 0.622 -0.147 -1.417 -0.006
O 1.370 0.710 -0.885 0.163
O -0.494 -0.406 -0.879 0.014
H -2.425 -4.553 -3.434 0.000
H -2.371 -2.817 -3.768 0.008
H -1.684 -3.436 -2.271 0.006
H -0.956 -5.675 -4.963 -0.001
H 2.971 -4.101 -5.797 -0.001
H 2.520 -2.145 -4.390 -0.006
H 1.076 0.016 -3.469 -0.001
H 2.085 -1.153 -2.594 0.003
```

Properties
total charge	+3
total energy	-2910.54397	hartree
spin multiplicity	6
E_LUMO (spin up / spin down)	-0.29801 / -0.40150	Eh



4.
Density functional theory data (the ωB97M-V functional and the def2-TZVPD basis) for a molecular structure, C24H21ClIrN2O4PS2.

The geometry in XYZ format:
```
56
Properties=species:S:1:pos:R:3:nbo_charge:R:1
Ir -0.126 -2.432 0.272 1.034
C 0.592 -2.227 3.208 -0.247
N -0.424 -1.987 2.188 -0.397
C -1.599 -1.506 2.468 0.155
C -2.489 -1.353 1.397 -0.044
C -3.825 -0.985 1.204 -0.211
C -4.079 -1.158 -0.152 -0.309
C -2.905 -1.639 -0.750 0.002
N -1.963 -1.758 0.188 -0.412
C 1.813 -1.371 2.972 -0.076
C 2.942 -1.901 2.361 -0.198
C 4.032 -1.089 2.080 -0.198
C 4.001 0.255 2.417 -0.200
C 2.883 0.786 3.047 -0.225
C 1.795 -0.025 3.322 -0.144
H 0.859 -3.285 3.184 0.221
H 0.148 -2.007 4.182 0.208
H -1.859 -1.274 3.495 0.210
H -4.511 -0.646 1.963 0.226
H -5.004 -0.962 -0.668 0.230
H -2.695 -1.873 -1.780 0.243
H 2.966 -2.950 2.092 0.224
H 4.901 -1.508 1.589 0.220
H 4.849 0.889 2.194 0.217
H 2.859 1.833 3.319 0.215
H 0.915 0.394 3.800 0.198
S -0.182 -1.013 -3.226 -0.584
P 0.051 0.310 -1.817 1.133
S 0.862 -0.387 -0.034 -0.364
C 1.213 1.649 -2.228 -0.309
C 1.493 1.884 -3.570 -0.215
C 2.324 2.932 -3.933 -0.198
C 2.883 3.747 -2.959 -0.200
C 2.607 3.514 -1.619 -0.213
C 1.772 2.470 -1.252 -0.217
C -1.485 1.218 -1.445 -0.314
C -1.732 1.734 -0.178 -0.219
C -2.890 2.457 0.062 -0.212
C -3.801 2.675 -0.963 -0.203
C -3.556 2.162 -2.228 -0.202
C -2.403 1.431 -2.470 -0.221
H 1.073 1.228 -4.322 0.241
H 2.542 3.108 -4.979 0.215
H 3.537 4.561 -3.243 0.214
H 3.046 4.143 -0.856 0.214
H 1.564 2.294 -0.203 0.223
H -1.030 1.545 0.625 0.227
H -3.086 2.845 1.054 0.212
H -4.705 3.239 -0.772 0.213
H -4.266 2.325 -3.028 0.215
H -2.213 1.003 -3.447 0.239
O 0.730 -6.040 -0.957 -0.721
Cl 0.479 -4.725 -0.544 2.482
O 0.164 -3.795 -1.635 -0.771
O 1.603 -4.114 0.184 -0.811
O -0.670 -4.620 0.390 -0.797
```

Properties
total energy	-3039.66420	hartree
spin multiplicity	1
E_LUMO	-0.01300	Eh



5.
Density functional theory data (the ωB97M-V functional and the def2-TZVPD basis) for C24H21F3O3S in the gas phase in a non-equilibrium geometry.

The geometry in XYZ format:
```
52
Properties=species:S:1:pos:R:3:nbo_charge:R:1
F -4.935 -3.088 -1.366 -0.327
C -5.051 -2.796 -0.029 0.979
F -6.039 -1.861 0.076 -0.327
F -5.495 -3.930 0.596 -0.332
C -3.754 -2.340 0.575 -0.150
C -3.712 -1.179 1.346 -0.166
C -2.476 -0.673 1.729 -0.196
C -1.306 -1.358 1.351 0.002
C 0.011 -0.603 1.452 -0.279
C 1.278 -1.441 1.256 -0.053
C 2.203 -1.437 2.303 -0.157
C 3.383 -2.177 2.200 -0.226
C 3.638 -2.901 1.027 -0.212
C 2.708 -2.916 -0.012 -0.201
C 1.526 -2.162 0.092 -0.212
C -1.395 -2.648 0.821 -0.159
C -2.621 -3.116 0.355 -0.181
H -4.626 -0.643 1.584 0.233
H -2.413 0.271 2.282 0.212
H 0.072 -0.180 2.460 0.237
H 1.982 -0.842 3.197 0.203
H 4.082 -2.175 3.037 0.216
H 4.570 -3.453 0.924 0.217
H 2.872 -3.507 -0.918 0.219
H 0.795 -2.161 -0.728 0.232
H -0.498 -3.258 0.677 0.221
H -2.666 -4.051 -0.201 0.231
C 3.176 3.722 2.376 -0.631
C 3.046 2.440 1.593 -0.079
O 1.633 2.086 1.465 -0.516
C 1.355 1.251 0.441 0.809
C -0.015 0.597 0.536 -0.459
S -0.511 0.191 -1.262 1.254
C -0.483 1.563 -2.401 -0.300
C 0.599 1.722 -3.279 -0.188
C 0.457 2.515 -4.425 -0.219
C -0.748 3.186 -4.679 -0.195
C -1.799 3.078 -3.762 -0.224
C -1.667 2.284 -2.623 -0.122
O -1.978 -0.083 -1.219 -0.986
O 2.133 1.030 -0.478 -0.604
H 4.169 3.738 2.829 0.219
H 3.112 4.574 1.694 0.214
H 2.425 3.835 3.162 0.223
H 3.460 2.554 0.587 0.213
H 3.538 1.605 2.109 0.186
H -0.768 1.331 0.841 0.252
H 1.534 1.212 -3.039 0.240
H 1.293 2.603 -5.121 0.220
H -0.869 3.786 -5.588 0.219
H -2.740 3.602 -3.931 0.217
H -2.485 2.206 -1.911 0.232
```

Properties
total energy	-1850.63747	hartree
spin multiplicity	1
E_LUMO	0.02075	Eh



6.
Density functional theory data (the ωB97M-V functional and the def2-TZVPD basis) for a molecular structure, C24H21F6N9O2Pt in a non-equilibrium geometry.

The geometry in XYZ format:
```
63
Properties=species:S:1:pos:R:3:mulliken_spin:R:1
Pt 0.268 0.052 -0.111 1.743
O 4.115 1.300 1.179 0.225
C 3.201 0.670 0.700 -0.045
N 2.008 1.236 0.286 0.768
C 1.960 2.653 0.070 -0.034
C 0.534 3.139 0.033 0.017
C 0.199 4.452 0.316 0.011
C -1.133 4.832 0.243 -0.003
C -2.087 3.897 -0.128 0.003
C -1.678 2.603 -0.397 -0.009
N -0.395 2.242 -0.304 0.092
C 3.261 -0.812 0.457 -0.021
C 4.459 -1.486 0.626 -0.003
C 4.509 -2.829 0.285 -0.003
C 3.372 -3.440 -0.216 0.005
C 2.205 -2.695 -0.334 -0.010
N 2.158 -1.412 0.002 0.147
H 2.412 2.860 -0.913 0.066
H 2.583 3.185 0.796 0.024
H 0.964 5.166 0.590 0.001
H -1.424 5.847 0.477 0.000
H -3.132 4.159 -0.216 0.001
H -2.382 1.843 -0.706 0.007
H 5.314 -0.945 1.006 0.001
H 5.428 -3.388 0.399 0.000
H 3.375 -4.477 -0.521 0.001
H 1.296 -3.142 -0.710 0.007
N 0.533 2.027 3.045 -0.001
C -0.442 1.114 3.131 0.007
N -1.233 1.179 4.181 0.010
C -2.153 0.227 4.313 -0.005
N -3.007 0.277 5.320 -0.002
N -2.249 -0.821 3.458 0.006
C -1.454 -0.793 2.426 0.011
N -0.552 0.167 2.157 0.136
C -1.566 -1.925 1.480 0.005
C -2.211 -3.090 1.866 0.003
C -2.339 -4.124 0.952 -0.003
C -1.826 -3.950 -0.322 0.000
C -1.180 -2.764 -0.626 -0.012
N -1.041 -1.777 0.260 0.116
H 0.685 2.619 3.846 0.000
H 1.281 1.886 2.400 0.009
H -2.969 1.029 5.986 0.000
H -3.682 -0.459 5.427 0.000
H -2.601 -3.154 2.870 0.001
H -2.836 -5.043 1.231 0.000
H -1.926 -4.713 -1.082 0.000
H -0.781 -2.589 -1.613 0.008
C 0.105 1.258 -3.810 -0.009
C -0.450 -0.107 -3.418 -0.015
O -0.211 -0.516 -2.137 0.626
C 0.191 -1.213 -4.327 0.052
F 1.511 -1.229 -4.081 0.002
F 0.000 -0.974 -5.609 0.010
F -0.295 -2.428 -4.030 0.003
C -2.006 -0.110 -3.604 0.037
F -2.349 0.111 -4.858 0.009
F -2.513 0.878 -2.839 0.002
F -2.546 -1.261 -3.191 0.004
H 1.187 1.260 -3.688 0.000
H -0.330 2.027 -3.174 0.001
H -0.136 1.472 -4.849 -0.002
```

Properties
total charge	+2
total energy	-2288.44125	hartree
spin multiplicity	5
E_LUMO (spin up / spin down)	-0.22038 / -0.35036	Eh



7.
Density functional theory data (the ωB97M-V functional and the def2-TZVPD basis) for a molecular structure, C24H21IrNO4PS in a non-equilibrium geometry.

The geometry in XYZ format:
```
53
Properties=species:S:1:pos:R:3:nbo_charge:R:1
Ir -0.767 1.596 1.202 0.890
O -2.728 1.039 0.705 -0.679
C -3.203 -0.175 1.348 -0.108
C -2.208 -0.631 2.380 0.217
C -2.302 -1.846 3.024 -0.227
C -1.394 -2.131 4.032 -0.079
C -0.424 -1.195 4.374 -0.230
C -0.354 -0.024 3.657 0.079
N -1.232 0.251 2.670 -0.485
H -3.370 1.755 0.812 0.539
H -3.354 -0.935 0.581 0.228
H -4.165 0.037 1.815 0.241
H -3.083 -2.544 2.756 0.256
H -1.444 -3.078 4.554 0.257
H 0.280 -1.378 5.172 0.264
H 0.395 0.731 3.855 0.247
O 1.831 4.477 1.155 -0.815
S 1.295 3.229 0.786 2.384
O -0.062 3.224 0.099 -0.894
O 0.988 2.232 1.916 -0.889
C 2.361 2.325 -0.249 -0.357
C 3.668 2.736 -0.433 -0.141
C 4.513 1.937 -1.195 -0.153
C 4.050 0.753 -1.743 -0.176
C 2.735 0.343 -1.540 -0.108
C 1.873 1.131 -0.789 -0.415
P 0.179 0.541 -0.548 1.431
C 0.318 -1.196 -0.108 -0.465
C 1.129 -1.518 0.986 -0.142
C 1.277 -2.839 1.366 -0.208
C 0.610 -3.842 0.668 -0.160
C -0.198 -3.525 -0.412 -0.197
C -0.346 -2.202 -0.809 -0.183
C -0.703 0.754 -2.083 -0.381
C -0.054 1.360 -3.162 -0.184
C -0.712 1.497 -4.374 -0.179
C -2.014 1.044 -4.514 -0.139
C -2.672 0.455 -3.440 -0.200
C -2.026 0.316 -2.226 -0.196
H 4.011 3.664 0.005 0.268
H 5.538 2.242 -1.352 0.255
H 4.714 0.134 -2.331 0.251
H 2.390 -0.590 -1.969 0.232
H 1.658 -0.737 1.523 0.218
H 1.924 -3.093 2.196 0.238
H 0.738 -4.877 0.960 0.244
H -0.698 -4.309 -0.966 0.244
H -0.949 -1.966 -1.675 0.237
H 0.956 1.731 -3.061 0.232
H -0.206 1.964 -5.208 0.245
H -2.525 1.156 -5.461 0.246
H -3.689 0.106 -3.554 0.240
H -2.548 -0.131 -1.394 0.205
```

Properties
total charge	+2
total energy	-2126.22951	hartree
spin multiplicity	1
E_LUMO	-0.27331	Eh



8.
Density functional theory data (the ωB97M-V functional and the def2-TZVPD basis) for 2 unconnected molecules or ions with the total composition C24H21N5O6 in a non-equilibrium geometry.

The geometry in XYZ format:
```
56
Properties=species:S:1:pos:R:3:nbo_charge:R:1
C 4.920 0.088 -1.172 -0.219
C 4.066 0.680 -2.112 -0.210
C 2.685 0.521 -1.995 -0.146
C 2.106 -0.155 -0.897 -0.060
C 0.619 -0.279 -0.778 -0.408
C -0.136 0.888 -0.719 0.351
N -1.486 0.892 -0.645 -0.417
C -2.326 -0.285 -0.848 -0.201
C -3.769 0.238 -0.797 -0.416
C -3.709 1.700 -0.337 -0.413
C -2.230 2.118 -0.411 -0.210
C 0.525 2.231 -0.664 -0.087
C 1.371 2.510 0.411 -0.201
C 2.072 3.710 0.464 -0.192
C 1.890 4.667 -0.541 -0.228
C 1.021 4.404 -1.603 -0.159
C 0.333 3.195 -1.669 -0.236
C 2.990 -0.664 0.075 -0.214
C 4.370 -0.626 -0.100 -0.205
H 6.003 0.171 -1.274 0.217
H 4.478 1.271 -2.933 0.215
H 2.018 0.959 -2.739 0.206
H 0.173 -1.182 -1.202 0.258
H -2.079 -0.788 -1.797 0.206
H -2.149 -1.014 -0.040 0.184
H -4.206 0.157 -1.797 0.215
H -4.367 -0.360 -0.107 0.223
H -4.305 2.368 -0.966 0.221
H -4.059 1.811 0.698 0.215
H -1.905 2.623 0.517 0.210
H -2.075 2.841 -1.233 0.196
H 1.459 1.762 1.201 0.241
H 2.749 3.880 1.300 0.219
H 2.431 5.614 -0.494 0.218
H 0.873 5.138 -2.395 0.209
H -0.355 2.986 -2.491 0.214
H 2.598 -1.077 1.011 0.192
H 4.986 -1.138 0.642 0.216
O -3.694 -3.984 3.693 -0.345
N -2.967 -4.428 2.787 0.503
O -3.030 -5.619 2.401 -0.390
C -2.001 -3.579 2.113 -0.034
C -1.269 -4.101 1.039 -0.103
C -0.306 -3.318 0.371 -0.001
N 0.239 -3.826 -0.873 0.490
O -0.018 -4.999 -1.224 -0.378
O 0.953 -3.073 -1.577 -0.383
C 0.116 -2.045 0.842 -0.101
C -0.618 -1.549 1.915 0.011
N -0.325 -0.461 2.750 0.417
O 0.558 0.386 2.707 -0.365
O -1.217 -0.521 3.820 -0.128
N -2.039 -1.628 3.718 -0.075
C -1.667 -2.236 2.561 0.107
H -1.442 -5.116 0.697 0.295
H 1.149 -1.758 0.695 0.276
```

Properties
SMILES	O=[N+]([O-])c1cc([N+](=O)[O-])c2no[n+]([O-])c2c1.C(=C(/c1ccccc1)N1CCCC1)/c1ccccc1
total energy	-1651.95381	hartree
spin multiplicity	1
E_LUMO	-0.08304	Eh